# 1
Below is a molecular structure, C8H11NO3 at a distorted geometry, with properties calculated with ωB97M-V/def2-TZVPD.

Geometry as XYZ:
```
23
Properties=species:S:1:pos:R:3
C 1.94 -0.42 0.94
C 1.50 -1.48 -0.32
C -1.07 -1.90 -0.15
C -2.30 -1.55 0.02
C -2.68 -0.07 0.07
C -1.54 0.88 -0.08
C -0.34 0.37 -0.52
C 0.80 1.40 -0.74
H 1.71 0.73 0.68
H 1.59 -0.36 2.08
H 3.06 -0.71 1.47
H 2.34 -1.45 -1.21
H 1.25 -2.67 0.07
H -0.75 -2.93 -0.02
H -3.16 -2.16 -0.01
H -1.32 2.78 0.13
H 0.44 2.01 -1.60
H 1.72 1.03 -0.99
H 1.89 2.75 -0.03
N -0.02 -1.00 -0.52
O -3.85 0.22 0.47
O -2.05 2.21 -0.19
O 0.84 2.33 0.44
```

As for the maximum force: 7.22 eV Å⁻¹. For the total energy, the calculation gives -16099.954 eV. For the highest occupied orbital energy, the calculation gives -8.18 eV.

Löwdin atomic charge list, values in e, 5 entries: -0.133 -0.082 -0.108 0.004 -0.296

=====

# 2
Below is 2 unconnected molecules or ions with the total composition C8H11NO3S at a distorted geometry, with properties calculated with ωB97M-V/def2-TZVPD.

Geometry as XYZ:
```
24
Properties=species:S:1:pos:R:3
C 2.87 -0.54 0.16
C 3.46 0.53 0.33
C 2.57 3.00 0.13
C 2.51 -1.94 0.10
C -1.51 -0.01 -0.38
C -3.04 0.28 -0.38
C -0.64 0.57 -1.41
C -1.61 -1.44 1.48
N -0.97 -0.80 0.45
O 3.30 -2.87 0.07
O 1.49 2.53 0.04
O 1.25 -2.31 0.10
S 4.09 2.07 0.21
H 2.67 4.10 0.06
H -3.49 0.70 -1.32
H -3.36 1.03 0.40
H -3.67 -0.61 -0.32
H 0.36 0.16 -1.44
H -0.65 1.66 -1.30
H -1.02 0.38 -2.41
H -2.52 -2.06 1.31
H -0.86 -2.17 1.94
H -1.77 -0.69 2.28
H 0.54 -1.55 -0.09
```

As for the maximum force: 4.07 eV Å⁻¹. For the total energy, the calculation gives -26939.021 eV. For the highest occupied orbital energy, the calculation gives -9.62 eV. As for the structure (SMILES): O=CSC#CC(=O)O.CN=C(C)C.

Löwdin atomic charge list, values in e, 5 entries: 0.064 -0.404 -0.578 -0.574 -0.362

=====

# 3
Below is 2 unconnected molecules or ions with the total composition C8H11NOP at a distorted geometry, with properties calculated with ωB97M-V/def2-TZVPD.

Geometry as XYZ:
```
22
Properties=species:S:1:pos:R:3
C -0.30 -0.12 -3.07
C 1.09 -0.27 -2.83
C -1.19 0.31 -2.14
C 1.56 -0.02 -1.51
C -0.65 0.56 -0.87
C 0.67 0.22 -0.47
C 2.29 0.44 1.48
C 0.97 0.33 0.85
N -2.83 -0.77 2.46
O 0.01 0.07 3.30
P -0.59 0.60 2.09
H -0.53 -0.53 -4.05
H 1.76 -0.28 -3.67
H -2.25 0.48 -2.48
H 2.64 0.02 -1.24
H -1.46 0.64 -0.12
H 2.57 1.50 1.39
H 3.08 -0.20 0.92
H 2.22 0.20 2.48
H -3.87 -0.71 2.33
H -2.70 -1.03 3.40
H -2.49 -1.45 1.77
```

As for the maximum force: 3.66 eV Å⁻¹. For the total energy, the calculation gives -21291.440 eV. As for the net charge: +1. For the highest occupied orbital energy, the calculation gives -12.84 eV.

Löwdin atomic charge list, values in e, 5 entries: -0.027 0.011 -0.033 0.023 -0.013

=====

# 4
Below is C8H11NOS in the gas phase at a distorted geometry, with properties calculated with ωB97M-V/def2-TZVPD.

Geometry as XYZ:
```
22
Properties=species:S:1:pos:R:3
C 0.89 1.94 -0.63
C 0.49 2.02 0.63
C -0.13 -0.24 -1.39
C 0.34 1.13 -1.70
C -0.73 1.19 1.07
C 0.01 -2.69 -1.82
C -0.44 -0.31 1.29
C 0.74 -0.89 1.88
N -0.05 -1.37 -1.76
O -2.89 -0.54 0.61
S -1.77 -1.40 1.08
H 1.70 2.47 -1.10
H 0.99 2.62 1.39
H -0.58 1.71 -2.01
H 1.04 1.05 -2.64
H -1.12 1.68 1.97
H -1.54 1.23 0.29
H -0.85 -3.23 -2.14
H 0.75 -3.08 -1.12
H 0.61 -1.97 1.93
H 0.87 -0.57 3.01
H 1.69 -0.75 1.17
```

As for the maximum force: 3.94 eV Å⁻¹. For the total energy, the calculation gives -22841.623 eV. For the highest occupied orbital energy (alpha / beta), the calculation gives -7.36 / -7.36 eV.

Löwdin atomic charge list, values in e, 5 entries: -0.154 -0.080 -0.067 -0.184 -0.184